Formula: C48H53BrClNO3
Source: the Open Molecules 2025 dataset
Level of theory: ωB97M-V/def2-TZVPD

XYZ file:
```
107
Properties=species:S:1:pos:R:3:lowdin_charge:R:1
C -3.6595 5.1761 4.1607 -0.0958
C -3.9176 4.9289 2.6738 -0.2482
C -2.7222 4.3473 1.9300 -0.1874
C -2.2780 2.9859 2.5044 -0.2885
C -1.0963 3.0683 3.5031 -0.0706
C -2.0481 1.9120 1.4592 -0.1198
C -2.7619 0.7331 1.6372 -0.0369
C -2.6484 -0.3418 0.7773 -0.5625
Cl -3.5765 -1.7461 1.1512 0.7582
C -1.7840 -0.2678 -0.3085 -0.0891
C -1.0613 0.9237 -0.5032 -0.0036
C -1.1664 2.0212 0.3747 -0.0761
C -0.2926 3.2352 0.1831 -0.1591
C 1.0245 3.2106 0.9859 -0.6905
C 2.2528 3.0860 0.1000 -0.1414
Br 1.2215 4.8483 2.0440 0.7456
C -0.1613 0.9061 -1.7104 -0.2687
O 0.0415 1.8740 -2.4129 0.1156
C 0.4827 -0.3925 -2.0519 -0.0896
C 1.8006 -0.3215 -2.7614 -0.1094
C 1.6544 -0.2773 -4.2901 -0.1287
C 2.9982 -0.2365 -4.9621 -0.2321
C 3.4775 0.9396 -5.5320 -0.0373
C 4.7349 0.9826 -6.1241 -0.0835
C 5.5295 -0.1542 -6.1497 -0.0953
C 5.0624 -1.3349 -5.5833 -0.0846
C 3.8065 -1.3725 -4.9944 -0.0443
C -0.2020 -1.5221 -1.8376 -0.0851
C 0.2749 -2.8890 -2.2224 -0.1104
C 1.4050 -3.4158 -1.3047 -0.1499
C 1.1144 -4.7868 -0.6522 -0.2121
N 2.0941 -5.8296 -0.9505 -0.0490
C 3.4155 -5.5583 -0.3593 -0.1750
C 4.5372 -5.7430 -1.3401 -0.1616
C 5.2069 -4.6405 -1.8661 -0.0435
C 6.2093 -4.7826 -2.8114 -0.0900
C 6.5560 -6.0508 -3.2526 -0.0831
C 5.9056 -7.1617 -2.7404 -0.0143
C 4.9158 -7.0083 -1.7826 -0.2785
O 4.2599 -8.1333 -1.3169 0.0349
C -1.5639 -1.4108 -1.2418 -0.2938
O -2.4277 -2.2143 -1.5081 0.0977
H -2.6307 5.4817 4.3416 0.0717
H -3.8595 4.2833 4.7518 0.0729
H -4.3068 5.9620 4.5451 0.0605
H -4.7831 4.2756 2.5550 0.1111
H -4.1816 5.8738 2.1943 0.0911
H -1.9036 5.0678 1.9753 0.0904
H -2.9848 4.2454 0.8773 0.1176
H -3.1267 2.6291 3.0862 0.1145
H -0.7861 4.0942 3.6763 0.0160
H -1.3886 2.6494 4.4649 0.0824
H -0.2396 2.4893 3.1642 0.0523
H -3.4381 0.6435 2.4747 0.1134
H -0.8357 4.1445 0.4021 0.0773
H -0.0219 3.3050 -0.8611 0.0977
H 1.0269 2.3968 1.7058 0.0778
H 2.1406 2.2090 -0.5360 0.0647
H 3.1616 2.9993 0.6870 0.0736
H 2.3253 3.9492 -0.5588 0.0833
H 2.3157 0.5889 -2.4570 0.1201
H 2.4162 -1.1724 -2.4750 0.1087
H 1.0755 0.6034 -4.5572 0.1150
H 1.1032 -1.1578 -4.6226 0.1164
H 2.8614 1.8288 -5.5129 0.1123
H 5.0845 1.9064 -6.5619 0.1004
H 6.5058 -0.1353 -6.6119 0.0986
H 5.6754 -2.2247 -5.6096 0.0965
H 3.4438 -2.2958 -4.5587 0.1090
H -0.5760 -3.5651 -2.2228 0.1080
H 0.6337 -2.8519 -3.2520 0.1118
H 1.6070 -2.6658 -0.5399 0.1136
H 2.3143 -3.5242 -1.8949 0.0925
H 0.1426 -5.1516 -0.9804 0.1123
H 1.0722 -4.6908 0.4311 0.0980
H 2.2028 -5.8991 -1.9549 0.1099
H 3.5614 -6.2288 0.4897 0.1167
H 3.4638 -4.5314 0.0087 0.1096
H 4.9363 -3.6494 -1.5256 0.1083
H 6.7127 -3.9083 -3.1974 0.0977
H 7.3295 -6.1723 -3.9967 0.1020
H 6.1509 -8.1604 -3.0717 0.1171
H 4.7301 -8.4801 -0.5527 0.1123
C -5.2668 8.8715 3.4025 -0.1025
C -6.4184 8.4041 2.7848 -0.0975
C -7.6285 9.0511 2.9930 -0.0963
C -7.6862 10.1646 3.8193 -0.0974
C -6.5346 10.6305 4.4385 -0.0972
C -5.3244 9.9837 4.2306 -0.0954
H -4.3227 8.3671 3.2379 0.0930
H -6.3730 7.5346 2.1413 0.0955
H -8.5267 8.6876 2.5109 0.1000
H -8.6295 10.6701 3.9807 0.0998
H -6.5805 11.4977 5.0843 0.0998
H -4.4263 10.3461 4.7137 0.1004
C -1.3047 -7.7487 3.0016 -0.0964
C -0.2740 -6.8401 3.1974 -0.0959
C -0.4578 -5.5045 2.8693 -0.1097
C -1.6680 -5.0762 2.3414 -0.0999
C -2.6968 -5.9860 2.1427 -0.0910
C -2.5154 -7.3217 2.4741 -0.0952
H -1.1632 -8.7909 3.2568 0.0994
H 0.6730 -7.1740 3.6014 0.0990
H 0.3462 -4.7945 3.0195 0.0975
H -1.8090 -4.0349 2.0811 0.0713
H -3.6392 -5.6539 1.7263 0.1007
H -3.3174 -8.0314 2.3177 0.0998
```

Results
LUMO   -0.930 eV
SMILES   CCC[C@H](C)c1cc(Cl)c2c(c1C[C@@H](C)Br)C(=O)C(CCc1ccccc1)=C(CCCNCc1ccccc1O)C2=O.c1ccccc1.c1ccccc1
Total charge   0
Molar mass   807.31 g/mol
Gap between HOMO and LUMO   7.780 eV

Formula: C37H27F5N9SSeSr
Source: the Open Molecules 2025 dataset
Level of theory: ωB97M-V/def2-TZVPD

XYZ file:
```
81
Properties=species:S:1:pos:R:3:lowdin_charge:R:1
Sr 0.1293 0.1998 -0.1805 1.2958
S -1.8081 3.6009 3.1147 0.9384
C -3.0739 2.7047 2.3996 -0.4570
C -2.6079 1.7247 1.5755 -0.2419
C -1.1755 1.6377 1.4632 -0.2770
C -0.6189 2.6046 2.2574 -0.5553
C 0.8030 2.8635 2.4792 -0.2912
C 1.2440 3.7612 3.4718 -0.0522
C 2.5865 3.9660 3.6783 -0.0871
C 3.5074 3.2778 2.8944 -0.0924
C 2.9996 2.4245 1.9359 -0.1579
N 1.7023 2.2100 1.7095 0.1053
H -4.1007 2.9529 2.6323 0.0505
H -3.2801 1.0588 1.0451 0.0868
H 0.5140 4.2779 4.0805 0.0738
H 2.9218 4.6507 4.4488 0.1011
H 4.5745 3.3990 3.0229 0.0889
H 3.6894 1.8753 1.2991 0.0854
C -1.2005 6.0393 -2.0749 -0.1064
C -0.3715 5.2993 -1.2427 -0.0819
C -0.4849 3.9174 -1.1955 -0.0398
C -1.4139 3.2672 -1.9970 -0.2475
C -2.2502 4.0040 -2.8264 -0.0339
C -2.1426 5.3858 -2.8632 -0.0963
N -1.5269 1.8498 -1.8417 0.0165
N -1.9666 1.2565 -2.8307 0.0653
C -2.2292 -0.1490 -2.6538 -0.3247
C -2.9917 -0.6794 -3.6989 -0.0766
C -3.3824 -2.0047 -3.6492 -0.1268
C -3.0227 -2.7685 -2.5382 -0.1133
C -2.2761 -2.2042 -1.5065 -0.1670
C -1.7972 -0.8784 -1.5315 -0.1818
H -1.1293 7.1201 -2.0922 0.0929
H 0.3520 5.7991 -0.6100 0.1016
H 0.1274 3.3330 -0.5169 0.0838
H -2.9850 3.4768 -3.4210 0.1011
H -2.8032 5.9582 -3.5037 0.0949
H -3.2972 -0.0340 -4.5180 0.0915
H -3.9745 -2.4346 -4.4491 0.0843
H -3.3237 -3.8116 -2.4863 0.0896
H -2.0604 -2.8315 -0.6405 0.0653
N 4.1157 -1.0517 0.5493 0.1125
C 3.7665 -1.9767 1.5114 -0.0596
C 2.4217 -1.8581 1.6707 -0.1130
N 1.9466 -0.8824 0.8198 -0.0486
C 2.9846 -0.4123 0.1575 -0.3377
C 2.9769 0.6410 -0.8753 -0.3422
N 1.9243 1.2600 -1.3717 -0.0256
C 2.3958 2.1271 -2.3309 -0.1034
C 3.7492 2.0366 -2.4102 -0.0775
N 4.1093 1.0891 -1.4766 0.1108
H 5.0458 -0.9138 0.1978 0.1451
H 4.4948 -2.6158 1.9805 0.1120
H 1.7475 -2.4115 2.3153 0.0131
H 1.7228 2.7559 -2.8925 0.1120
H 4.4755 2.5418 -3.0227 0.1099
H 5.0516 0.7960 -1.2925 0.1481
F -5.7108 -4.6174 5.0509 0.0911
C -4.5165 -4.4902 4.4446 -0.1589
C -4.2699 -3.4317 3.5961 -0.1555
F -5.2371 -2.5243 3.3812 0.0990
C -3.0412 -3.3122 2.9752 -0.2690
F -2.8848 -2.2601 2.1634 0.0642
C -2.0017 -4.2266 3.1608 -0.5883
Se -0.3348 -4.0536 2.2877 0.5747
C -2.2963 -5.2771 4.0283 -0.2764
F -1.3800 -6.2239 4.2933 0.0433
C -3.5188 -5.4160 4.6591 -0.1586
F -3.7492 -6.4536 5.4870 0.0873
C 0.8509 -3.7391 -0.9638 -0.0555
C 1.7157 -3.0531 -1.9662 -0.3701
N 1.7720 -1.7638 -2.2178 0.0965
C 2.6915 -1.6093 -3.2383 -0.1523
C 3.1982 -2.8174 -3.6056 -0.1113
N 2.5715 -3.7292 -2.7832 0.0863
H 0.2923 -3.0190 -0.3732 0.0048
H 1.4361 -4.3524 -0.2760 0.0626
H 0.1189 -4.3828 -1.4545 0.0883
H 2.9086 -0.6373 -3.6580 0.0903
H 3.9167 -3.1081 -4.3532 0.0960
H 2.6836 -4.7271 -2.8078 0.1507
```

Results
LUMO   1.348 eV
Total charge   -1
Energy above the lowest of the compared OMol25 structures with the same formula, charge and spin   168.1 kJ/mol
Molar mass   891.32 g/mol
Gap between HOMO and LUMO   5.199 eV

Formula: C24H35N3O3
Source: the Open Molecules 2025 dataset
Level of theory: ωB97M-V/def2-TZVPD

XYZ file:
```
65
Properties=species:S:1:pos:R:3:nbo_charge:R:1
C 1.7807 2.5940 1.6947 -0.7206
C 0.9835 3.8871 1.7648 0.7926
O 0.2496 4.0781 2.7108 -0.5515
O 1.1332 4.8201 0.7789 -0.5402
C -0.1442 5.3264 0.3154 -0.0564
C 0.0868 5.8072 -1.1222 -0.4207
C 0.4067 4.5714 -1.9970 -0.4224
C 0.1396 4.7742 -3.5075 -0.4326
C -0.8243 3.7469 -4.1232 -0.2131
N -0.6020 2.3495 -3.6443 -0.2452
C 0.6275 1.8482 -3.5630 0.1113
C 0.8472 0.5853 -3.0898 -0.2023
C -0.2492 -0.1714 -2.7015 0.0367
C -0.0947 -1.5590 -2.1268 0.0166
C 1.2016 -1.9906 -1.8185 -0.1472
C 1.3913 -3.2199 -1.2616 0.0767
N 0.3312 -3.9950 -1.0219 -0.2372
C 0.5854 -5.3155 -0.3620 -0.2104
C 0.8414 -5.0759 1.1452 -0.4207
C -0.1478 -4.1147 1.8228 -0.4334
C 0.3989 -3.6091 3.1955 -0.2011
N -0.7553 -3.4250 4.0827 -0.4994
C -0.3304 -3.2796 5.4876 -0.4200
C -1.5921 -2.3515 3.6350 0.7183
C -1.3539 -0.8936 4.0638 -0.7432
O -2.5456 -2.5677 2.9112 -0.5485
C -0.9026 -3.6287 -1.3232 0.1202
C -1.1597 -2.4066 -1.8859 -0.1932
C -1.5313 0.3570 -2.8212 -0.1958
C -1.6640 1.6309 -3.3040 0.1165
H 2.7931 2.7536 1.3124 0.2377
H 1.8449 2.1914 2.7067 0.2530
H 1.2325 1.8427 1.1119 0.2124
H -0.5061 6.1349 0.9544 0.2183
H -0.8396 4.4789 0.3480 0.1672
H -0.7816 6.3660 -1.4886 0.2181
H 0.9325 6.5013 -1.0674 0.2382
H 1.4739 4.3617 -1.8581 0.2319
H -0.1279 3.7159 -1.5602 0.1818
H -0.3232 5.7553 -3.6604 0.2555
H 1.0627 4.8045 -4.0978 0.2238
H -0.8047 3.7251 -5.2178 0.2472
H -1.8444 4.0250 -3.8458 0.2303
H 1.4576 2.4838 -3.8509 0.2608
H 1.8716 0.2467 -3.0390 0.2531
H 2.0788 -1.3820 -1.9823 0.2371
H 2.3940 -3.5518 -1.0200 0.2588
H -0.2056 -6.0320 -0.5787 0.2460
H 1.5286 -5.6610 -0.7942 0.2342
H 1.8686 -4.7226 1.3022 0.2120
H 0.7428 -6.0408 1.6550 0.2563
H -1.1084 -4.5984 2.0274 0.2540
H -0.3762 -3.2151 1.2367 0.1800
H 0.8791 -2.6247 3.0269 0.1676
H 1.1372 -4.2941 3.6170 0.2186
H -1.1595 -3.4350 6.1789 0.2295
H 0.3867 -4.0848 5.6834 0.2139
H 0.2174 -2.3427 5.6575 0.1810
H -2.1780 -0.5582 4.7008 0.2671
H -0.4041 -0.7496 4.5830 0.2180
H -1.4024 -0.2591 3.1740 0.2356
H -1.6946 -4.3350 -1.0977 0.2635
H -2.1706 -2.1088 -2.1286 0.2538
H -2.4147 -0.1958 -2.5348 0.2522
H -2.6679 2.0321 -3.3884 0.2576
```

Results
LUMO   -7.897 eV
Total charge   +2
Molar mass   413.56 g/mol
Gap between HOMO and LUMO   5.534 eV

Formula: C3H9N5
Source: the Open Molecules 2025 dataset
Level of theory: ωB97M-V/def2-TZVPD

XYZ file:
```
17
Properties=species:S:1:pos:R:3:nbo_charge:R:1
C -0.4137 0.8757 1.4595 -0.0096
C -0.8319 -0.5851 0.6404 -0.3195
C -0.8257 0.4652 -1.6767 0.2421
H 2.2414 0.0023 1.8892 0.3439
H 0.6957 -0.9050 2.0848 0.3433
H -1.0989 1.7070 1.0561 0.1722
H -1.7158 -1.1523 1.1742 0.2223
H 0.1419 -1.2013 0.2623 0.3174
H -2.2468 0.4812 -0.3113 0.3826
H -1.1890 1.5830 -2.2398 0.1983
H 1.4709 -0.5002 -0.7398 0.3748
H 1.6345 -1.0524 -2.2082 0.3526
N 1.4661 -0.1371 1.3594 -0.7024
N 0.9399 1.3299 1.5112 -0.2402
N -1.4222 0.0354 -0.4361 -0.6332
N 0.2123 0.0817 -2.2589 -0.3397
N 0.9414 -1.0280 -1.5664 -0.7048
```

Results
LUMO   0.059 eV
Total charge   0
Energy above the lowest of the compared OMol25 structures with the same formula, charge and spin   889.4 kJ/mol
Molar mass   115.14 g/mol
Gap between HOMO and LUMO   8.759 eV

Q: Which value of gap between HOMO and LUMO does entry 4 give?
A: 8.759 eV